The following is a DFT calculation (wB97M-V/def2-TZVPD) of 2 unconnected molecules or ions with the total composition C11H13ClOS.

```
! wB97M-V def2-TZVPD RIJCOSX def2/J DEFGRID3
* xyz 0 1
C -2.972 2.365 0.615
C -1.790 2.812 1.180
C -2.949 1.509 -0.476
C -0.574 2.405 0.656
C -1.738 1.106 -1.010
C -0.562 1.557 -0.433
C 1.031 -1.515 0.450
C -0.076 -1.922 -0.492
C 0.700 -0.634 -0.458
C 1.884 -1.935 1.560
C 0.183 -2.947 -1.576
O 2.099 1.534 -0.295
S 1.020 0.970 -1.135
Cl 4.991 0.756 0.219
H -3.918 2.684 1.024
H -1.813 3.479 2.028
H -3.873 1.162 -0.911
H 0.363 2.732 1.079
H -1.702 0.440 -1.859
H 3.757 1.116 -0.007
H -1.104 -1.904 -0.136
H 2.638 -1.176 1.759
H 2.378 -2.874 1.312
H 1.286 -2.097 2.457
H 1.242 -3.194 -1.621
H -0.120 -2.572 -2.553
H -0.379 -3.858 -1.376
*
```

Orbital gap: 9.885 eV
HOMO: -0.340 Eh
Relative energy (zero: lowest compared OMol25 entry of this formula, charge and spin): 0.0 kcal/mol

The following is a DFT calculation (wB97M-V/def2-TZVPD) of a single C11H13F3N4O2 molecule.

```
! wB97M-V def2-TZVPD RIJCOSX def2/J DEFGRID3
* xyz 0 1
O -1.481 -2.773 0.823
F 2.764 3.632 -0.442
F 3.200 3.727 1.744
F 1.133 4.320 1.199
N 3.006 1.013 1.045
O -1.266 -0.828 -2.166
C -0.678 -1.842 0.969
C 2.724 -0.320 1.120
C 2.002 1.940 1.105
C 0.669 1.505 1.240
C 1.350 -0.767 1.088
C 0.337 0.138 1.172
N 3.804 -1.030 0.879
N 0.658 -1.980 1.046
N -0.948 -0.491 1.102
C -1.311 -1.970 -3.013
C 2.285 3.484 0.880
C -2.588 -0.404 -1.655
C -2.198 0.204 0.821
C -2.322 0.770 -0.645
H -0.078 2.235 1.355
H 4.699 -0.554 0.859
H 3.608 -1.993 0.517
H 1.052 -2.885 1.279
H -2.312 -2.386 -3.221
H -0.794 -1.769 -3.940
H -0.947 -2.809 -2.488
H -2.974 -1.379 -1.125
H -3.286 -0.243 -2.553
H -3.068 -0.440 1.024
H -2.325 1.069 1.492
H -1.477 1.451 -0.836
H -3.238 1.376 -0.674
*
```

Orbital gap: 8.795 eV
HOMO: -0.302 Eh
Relative energy (zero: lowest compared OMol25 entry of this formula, charge and spin): 4.4 kcal/mol

The following is a DFT calculation (wB97M-V/def2-TZVPD) of a molecular structure, C11H13IN3O6S3.

```
! wB97M-V def2-TZVPD RIJCOSX def2/J DEFGRID3
* xyz -1 1
O 4.856 0.952 3.688
S 5.218 0.776 2.330
O 6.556 1.154 1.984
C 4.068 1.605 1.223
S 2.748 2.566 2.001
O 3.393 3.469 2.888
O 2.118 3.248 0.908
N 1.757 1.628 2.885
S 1.414 0.191 2.253
O 2.538 -0.710 2.188
O 0.345 -0.385 2.997
I 0.594 0.343 -0.037
H 5.061 -0.528 2.017
H 3.659 0.900 0.512
H 4.650 2.315 0.646
N -1.599 -3.738 0.378
C -2.921 -3.700 0.235
C -3.807 -3.543 1.289
C -3.290 -3.422 2.569
C -1.918 -3.461 2.738
C -1.120 -3.619 1.615
H -3.282 -3.799 -0.783
H -4.874 -3.515 1.111
H -3.947 -3.297 3.420
H -1.470 -3.367 3.717
H -0.040 -3.646 1.701
N -1.887 0.859 -3.069
C -0.845 1.662 -3.256
C -0.789 2.636 -4.242
C -1.878 2.781 -5.084
C -2.973 1.952 -4.904
C -2.926 1.013 -3.885
H -0.013 1.513 -2.576
H 0.086 3.263 -4.344
H -1.875 3.529 -5.866
H -3.845 2.030 -5.539
H -3.762 0.345 -3.706
*
```

Orbital gap: 8.927 eV
HOMO: -0.240 Eh

The following is a DFT calculation (wB97M-V/def2-TZVPD) of a molecular structure, C11H13N.

```
! wB97M-V def2-TZVPD RIJCOSX def2/J DEFGRID3
* xyz 0 1
C -0.599 -2.775 0.374
C 0.611 -2.139 0.479
C -1.666 -1.992 -0.162
C 0.789 -0.780 0.366
C -0.298 -0.017 -0.116
C -1.510 -0.631 -0.379
C 2.936 0.519 -0.063
C 1.762 0.278 0.664
C 0.228 1.385 -0.034
C -2.756 0.085 -0.928
C -0.370 2.516 0.755
N 3.176 -0.219 -1.090
H -0.529 -3.829 0.664
H 1.467 -2.739 0.794
H -2.749 -2.242 -0.315
H 3.605 1.377 0.000
H 1.767 0.593 1.781
H 0.553 1.735 -0.994
H -2.629 -0.426 -1.857
H -3.691 -0.164 -0.389
H -2.557 1.131 -0.901
H 0.313 2.932 1.442
H -1.157 2.063 1.309
H -0.774 3.292 0.247
H 4.076 0.048 -1.647
*
```

Orbital gap: 9.493 eV
HOMO: -0.319 Eh
Relative energy (zero: lowest compared OMol25 entry of this formula, charge and spin): 93.4 kcal/mol

The following is a DFT calculation (wB97M-V/def2-TZVPD) of a single C11H13N molecule.

```
! wB97M-V def2-TZVPD RIJCOSX def2/J DEFGRID3
* xyz 0 1
C 1.193 -0.188 1.483
C 0.716 1.081 0.681
C 1.562 1.242 -0.637
C 2.314 -0.091 -0.923
C 0.703 -1.316 0.532
C -0.695 -0.759 0.259
C -1.856 -1.457 -0.028
C -2.992 -0.715 -0.336
C -2.987 0.678 -0.298
C -1.807 1.356 0.024
C -0.681 0.619 0.315
H 0.638 -0.308 2.363
H 2.251 -0.222 1.787
H 0.739 2.002 1.263
H 2.293 2.058 -0.530
H 0.934 1.451 -1.502
H 3.229 -0.151 -0.294
H 2.726 -0.112 -1.922
H 0.896 -1.465 -1.510
H 0.769 -2.329 0.972
H -1.880 -2.535 -0.058
H -3.949 -1.273 -0.510
H -3.887 1.298 -0.507
H -1.727 2.436 0.071
N 1.497 -1.298 -0.694
*
```

Orbital gap: 9.352 eV
HOMO: -0.306 Eh
Relative energy (zero: lowest compared OMol25 entry of this formula, charge and spin): 9.2 kcal/mol

The following is a DFT calculation (wB97M-V/def2-TZVPD) of a molecular structure, C11H13N3O9STi.

```
! wB97M-V def2-TZVPD RIJCOSX def2/J DEFGRID3
* xyz -2 1
Ti 1.728 0.169 2.009
N 0.758 -1.546 0.865
C 1.774 -2.375 0.221
C 3.053 -1.541 0.025
O 3.904 -1.951 -0.761
O 3.097 -0.505 0.762
H 0.091 -2.061 1.423
H 0.246 -1.000 0.181
H 1.463 -2.797 -0.737
H 2.039 -3.195 0.892
C -3.126 -1.284 -3.834
C -2.235 -0.456 -2.945
C -1.044 0.080 -3.420
C -0.218 0.834 -2.596
C -0.579 1.061 -1.277
C -1.763 0.524 -0.786
C -2.581 -0.225 -1.617
S 0.479 2.054 -0.218
O -0.095 3.383 -0.276
O 1.795 1.863 -0.774
N 0.365 1.386 1.190
C -0.463 1.938 2.267
C -0.712 0.795 3.275
O -1.668 0.864 4.040
O 0.119 -0.179 3.157
H -2.694 -1.393 -4.830
H -4.112 -0.826 -3.944
H -3.277 -2.284 -3.421
H -0.751 -0.108 -4.448
H 0.726 1.230 -2.947
H -2.022 0.677 0.255
H -3.500 -0.649 -1.223
H -1.419 2.322 1.905
H 0.049 2.747 2.796
O 2.897 1.506 2.749
N 2.534 0.597 3.713
O 2.164 0.997 4.864
O 2.977 -0.649 3.466
*
```

Orbital gap (alpha / beta): 3.895 / 3.926 eV
HOMO (alpha / beta): 0.010 / 0.008 Eh
Relative energy (zero: lowest compared OMol25 entry of this formula, charge and spin): 8.7 kcal/mol

Number 1: largest force on an atom 1.43 eV/Å, electronic energy -1360.47054 Ha. Number 2: largest force on an atom 4.39 eV/Å, electronic energy -1096.04726 Ha. Number 3: largest force on an atom 2.21 eV/Å, electronic energy -2534.94005 Ha. Number 4: largest force on an atom 5.44 eV/Å, electronic energy -481.56649 Ha. Number 5: largest force on an atom 1.78 eV/Å, electronic energy -481.70072 Ha. Number 6: largest force on an atom 3.00 eV/Å, electronic energy -2516.13027 Ha.